Density functional theory data (ωB97M-V/def2-TZVPD) for a molecular structure, C15H23CsN7O3Se2.

Cartesian coordinates (Å):
1 Cs 1.25 2.37 -1.71
2 O 2.44 -3.12 -2.17
3 C 2.13 -2.73 -0.83
4 C 0.72 -3.12 -0.38
5 C 0.72 -4.62 -0.10
6 O -0.60 -5.07 0.22
7 C -0.29 -2.80 -1.49
8 Se -0.19 -0.98 -2.28
9 C 0.32 -2.34 0.87
10 Se 1.48 -2.48 2.47
11 H 1.90 -2.54 -2.73
12 H 2.22 -1.64 -0.74
13 H 2.88 -3.19 -0.18
14 H 1.39 -4.79 0.74
15 H 1.09 -5.15 -0.98
16 H -0.53 -5.73 0.91
17 H -1.30 -2.93 -1.09
18 H -0.18 -3.51 -2.31
19 H -0.67 -2.68 1.18
20 H 0.23 -1.29 0.59
21 N 0.58 0.64 2.49
22 C -0.63 1.18 2.78
23 C -0.69 2.36 2.09
24 N 0.46 2.54 1.37
25 C 1.21 1.48 1.64
26 C 2.54 1.21 1.11
27 N 3.30 2.08 0.47
28 C 4.42 1.37 0.10
29 C 4.32 0.08 0.55
30 N 3.13 0.00 1.19
31 H 0.91 -0.33 2.76
32 H -1.34 0.69 3.42
33 H -1.48 3.09 2.07
34 H 5.22 1.83 -0.45
35 H 4.98 -0.77 0.44
36 H 2.73 -0.85 1.66
37 C -4.32 2.91 0.22
38 N -3.36 2.97 -0.86
39 C -2.77 4.20 -1.35
40 C -1.61 3.66 -2.20
41 O -0.80 4.35 -2.79
42 N -1.60 2.31 -2.11
43 C -2.56 1.95 -1.27
44 N -2.66 0.70 -0.84
45 H -5.07 3.68 0.07
46 H -3.85 3.05 1.20
47 H -4.83 1.95 0.21
48 H -2.37 4.81 -0.53
49 H -3.47 4.80 -1.94
50 H -2.01 0.01 -1.29
51 H -3.38 0.41 -0.20

Its spin multiplicity is 1. As for the total energy: -163746.2831 eV. Its energy above the lowest of the compared OMol25 structures with the same formula, charge and spin is 4.1 kcal per mole. The calculation puts the gap between HOMO and LUMO at 5.69 eV. Its lowest unoccupied orbital energy is 1.917 eV. For the HOMO energy, the calculation gives -3.77 eV. Its charge is -1.